Formula: C7H7NO3
Source: OMol25
Level of theory: ωB97M-V/def2-TZVPD

Structure (XYZ):
```
18
C7H7NO3 (ωB97M-V/def2-TZVPD)
O 0.79 2.22 -0.47
O -0.02 -2.21 -0.78
O -1.50 0.32 -0.07
N 0.00 -0.26 1.67
C -1.00 -0.38 2.42
C 0.88 1.08 -0.11
C 1.98 -0.94 -0.25
C 0.54 -1.21 -0.39
C 2.11 0.39 -0.16
C -1.62 0.57 -1.54
C -0.20 0.04 0.24
H -2.51 1.00 -1.76
H -0.89 -0.57 3.40
H 3.09 0.94 0.10
H -0.87 1.17 -1.90
H -2.07 -0.16 1.98
H -1.45 -0.29 -2.22
H 2.77 -1.70 -0.16
```

Calculated values
relative energy (zero: lowest compared OMol25 entry of this formula, charge and spin) = 3.913 eV
LUMO = -0.0200 Eh
SMILES string = C=NC1(OC)C(=O)C=CC1=O
Kohn-Sham gap = 8.83 eV
energy = -551.30169 Ha
2S+1 = 1

***

Formula: C7H7NO3
Source: OMol25
Level of theory: ωB97M-V/def2-TZVPD

Structure (XYZ):
```
18
C7H7NO3 (ωB97M-V/def2-TZVPD)
O -3.45 0.34 0.07
O 0.02 -2.16 -0.04
O -2.54 -1.68 -0.15
N 2.48 -1.34 -0.05
C -2.36 -0.46 -0.02
C 1.67 0.99 -0.09
C 1.47 -0.40 0.01
C 0.62 1.92 -0.07
C -0.67 1.47 -0.04
C 0.12 -0.84 0.04
C -0.93 0.09 0.07
H -3.21 1.31 -0.01
H -0.95 -2.38 0.05
H 2.73 1.35 0.00
H -1.39 2.26 -0.07
H 0.83 2.96 -0.12
H 3.36 -1.07 0.39
H 2.18 -2.36 0.03
```

Calculated values
relative energy (zero: lowest compared OMol25 entry of this formula, charge and spin) = 0.078 eV
LUMO = 0.0170 Eh
SMILES string = Nc1cccc(C(=O)O)c1O
Kohn-Sham gap = 8.54 eV
energy = -551.44263 Ha
2S+1 = 1

***

Formula: C7H7NO4
Source: OMol25
Level of theory: ωB97M-V/def2-TZVPD

Structure (XYZ):
```
19
C7H7NO4 (ωB97M-V/def2-TZVPD)
O -2.88 1.92 1.53
O 1.56 2.16 1.29
O -2.47 -0.05 -1.48
O -0.63 -0.91 -2.18
N 0.13 -1.25 0.64
C -1.06 -0.80 0.21
C 0.84 1.49 0.60
C -1.77 1.65 1.20
C -0.56 1.41 0.87
C 1.35 0.58 -0.50
C -1.42 -0.61 -1.17
C 1.40 -0.86 0.07
H 0.06 -1.42 -1.86
H 0.84 0.71 -1.47
H 0.19 -1.54 1.67
H 2.43 0.96 -0.55
H 2.18 -0.84 0.92
H 1.61 -1.54 -0.80
H -1.81 -1.05 1.01
```

Calculated values
relative energy (zero: lowest compared OMol25 entry of this formula, charge and spin) = 2.899 eV
LUMO (spin up / spin down) = -0.0582 / -0.0584 Eh
Kohn-Sham gap (spin up / spin down) = 7.19 / 7.17 eV
energy = -626.51757 Ha
2S+1 = 1

***

Formula: C7H7NO6
Source: OMol25
Level of theory: ωB97M-V/def2-TZVPD

Structure (XYZ):
```
21
C7H7NO6 (ωB97M-V/def2-TZVPD)
O 1.75 0.22 -2.74
O -0.85 0.68 2.48
O 0.28 -3.27 0.00
O -1.26 1.70 -1.34
O -1.63 -2.60 2.25
O 1.00 -1.12 0.24
N 0.90 1.13 1.12
C 0.21 -2.20 0.57
C -0.42 0.67 -1.51
C 0.07 1.57 1.98
C -0.75 -1.78 1.58
C 0.81 1.14 -2.30
C -0.61 -0.40 1.68
C 0.52 -0.08 0.85
H 1.24 1.90 -1.64
H -0.78 -0.26 -1.46
H 0.16 2.59 2.37
H 2.58 0.27 -2.18
H 0.35 1.75 -3.12
H -1.61 -3.41 1.88
H -1.97 1.49 -0.69
```

Calculated values
relative energy (zero: lowest compared OMol25 entry of this formula, charge and spin) = 0.000 eV
LUMO (spin up / spin down) = 0.0088 / -0.0568 Eh
Kohn-Sham gap (spin up / spin down) = 6.91 / 8.56 eV
energy = -776.95789 Ha
2S+1 = 3

***

Please write out number 2 again, unchanged.
Formula: C7H7NO3
Source: OMol25
Level of theory: ωB97M-V/def2-TZVPD

Structure (XYZ):
```
18
C7H7NO3 (ωB97M-V/def2-TZVPD)
O -3.45 0.34 0.07
O 0.02 -2.16 -0.04
O -2.54 -1.68 -0.15
N 2.48 -1.34 -0.05
C -2.36 -0.46 -0.02
C 1.67 0.99 -0.09
C 1.47 -0.40 0.01
C 0.62 1.92 -0.07
C -0.67 1.47 -0.04
C 0.12 -0.84 0.04
C -0.93 0.09 0.07
H -3.21 1.31 -0.01
H -0.95 -2.38 0.05
H 2.73 1.35 0.00
H -1.39 2.26 -0.07
H 0.83 2.96 -0.12
H 3.36 -1.07 0.39
H 2.18 -2.36 0.03
```

Calculated values
relative energy (zero: lowest compared OMol25 entry of this formula, charge and spin) = 0.078 eV
LUMO = 0.0170 Eh
SMILES string = Nc1cccc(C(=O)O)c1O
Kohn-Sham gap = 8.54 eV
energy = -551.44263 Ha
2S+1 = 1

***

Q: Number 2 is which compound?
A: C7H7NO3